[1]
{
  "formula": "C17H34N4OPSe4V",
  "method": "the ωB97M-V functional and the def2-TZVPD basis",
  "elements": ["V", "Se", "Se", "Se", "Se", "C", "N", "C", "C", "C", "N", "C", "O", "N", "H", "H", "H", "H", "H", "H", "H", "C", "C", "C", "C", "P", "N", "C", "C", "C", "C", "C", "C", "C", "C", "H", "H", "H", "H", "H", "H", "H", "H", "H", "H", "H", "H", "H", "H", "H", "H", "H", "H", "H", "H", "H", "H", "H", "H", "H", "H", "H"],
  "coordinates": [[1.941100, -0.121745, 1.187672], [2.557482, -2.394103, 2.029314], [1.858357, -0.662003, 3.645930], [2.486438, 1.702724, 3.544340], [2.450098, 2.223517, 1.218203], [4.829452, 2.137935, -2.394786], [4.498697, 1.040209, -1.477429], [5.502708, 0.165061, -1.162672], [5.197398, -1.141446, -0.955002], [3.852604, -1.463938, -0.682193], [2.980758, -0.475192, -0.564659], [3.187577, 0.670081, -1.376066], [2.272437, 1.368061, -1.906995], [3.423294, -2.741081, -0.689074], [4.619500, 1.847363, -3.460753], [5.870916, 2.471879, -2.327431], [4.138249, 2.939502, -2.167194], [6.520927, 0.506398, -1.240564], [5.871074, -1.974875, -0.966967], [4.006319, -3.520424, -1.111013], [2.435736, -2.930862, -0.433321], [-0.723841, 2.229758, -1.378959], [-1.418232, 0.808760, -1.402564], [-2.961749, 0.866169, -1.808937], [-0.804961, -0.100052, -2.465556], [-1.305742, -0.001585, 0.432335], [0.169602, -0.008556, 0.894171], [-2.251982, 1.119915, 1.789745], [-3.784848, 1.232056, 1.645317], [-1.543591, 2.415778, 1.837930], [-2.042379, 0.469767, 3.230124], [-1.927744, -1.754886, 0.376751], [-0.809444, -2.634913, -0.304811], [-2.122626, -2.287783, 1.800668], [-3.305946, -2.194004, -0.259057], [0.300695, 2.236085, -1.024571], [-1.257233, 3.020414, -0.848655], [-0.659630, 2.666682, -2.424663], [-3.185238, 0.410834, -2.762926], [-3.262305, 1.974376, -1.921652], [-3.564296, 0.429734, -1.014624], [-1.214945, 0.213569, -3.459338], [-1.338475, -1.069851, -2.312080], [0.264889, -0.176222, -2.356819], [-4.134690, 2.022805, 2.326506], [-4.220864, 0.329957, 1.925233], [-4.133835, 1.574114, 0.678843], [-1.954557, 3.141126, 1.087710], [-0.407780, 2.485555, 1.634720], [-1.734569, 2.855184, 2.790475], [-2.842097, -0.285805, 3.449745], [-2.075853, 1.241887, 3.966798], [-1.103199, 0.008927, 3.414515], [-0.323265, -3.211433, 0.480966], [-0.011361, -2.117323, -0.886091], [-1.285028, -3.364086, -1.118166], [-1.234949, -2.146812, 2.443553], [-2.288196, -3.334101, 1.847974], [-2.995966, -1.878721, 2.275239], [-3.504536, -1.663496, -1.289522], [-4.191686, -1.879867, 0.329953], [-3.308694, -3.290991, -0.329598]],
  "forces_ev_per_a": [[-0.83, -1.41, 0.03], [0.19, -0.31, 0.40], [-0.35, 0.09, 0.39], [0.39, 1.12, 0.48], [0.49, 0.79, 0.66], [-0.72, 0.01, -0.70], [1.47, 0.75, -0.80], [-0.23, -1.23, -0.54], [0.39, -0.07, 0.29], [-0.26, -0.32, -1.44], [-1.36, 1.34, -1.53], [-2.23, 0.78, 0.23], [2.51, -2.14, 1.37], [0.25, -1.60, -0.86], [0.22, 0.06, 0.93], [-0.28, -0.29, 0.34], [0.11, 0.32, 0.01], [0.03, 0.20, -0.18], [0.79, 0.18, 0.28], [-1.08, 1.72, 1.22], [1.11, 0.21, -0.24], [-0.55, 0.09, -1.36], [-1.39, 0.74, 0.68], [0.61, 2.66, 0.93], [-1.57, -0.74, 0.39], [0.92, 1.59, -0.20], [-0.91, -0.56, -0.46], [-0.14, -2.66, 0.29], [1.25, 2.27, -0.23], [1.53, 2.45, -2.11], [-1.29, -0.83, -1.13], [-1.08, -1.78, -0.49], [-0.48, -0.84, -1.88], [1.40, 0.84, 0.94], [-0.39, 2.24, -1.86], [0.05, -0.45, 0.23], [-0.26, -0.44, 0.29], [-0.13, -0.86, 0.72], [0.07, -0.38, -0.17], [0.25, -1.57, 0.30], [-0.28, 0.06, -0.27], [1.03, 0.14, 0.56], [0.86, 0.27, -0.26], [0.34, -0.11, -0.37], [0.05, -0.26, 0.19], [-1.00, -1.59, 0.28], [0.08, -0.16, -0.40], [0.08, -0.54, 0.49], [-1.66, -0.84, 0.53], [0.00, 0.52, 0.81], [0.71, 0.77, -0.08], [-0.43, 0.76, 0.47], [1.05, -0.50, -0.38], [0.14, -0.11, -0.19], [-0.66, 0.01, 0.78], [0.80, 1.31, 1.84], [-0.31, 0.32, -0.25], [-0.13, -1.31, -0.63], [-0.25, 0.50, 0.20], [0.55, -1.52, 1.60], [0.58, -0.13, 0.03], [-0.06, 0.43, -0.20]],
  "mulliken_charge": [0.074, -0.640, -0.412, -0.335, -0.426, -0.971, 0.380, -0.274, -1.208, 0.869, 0.921, -0.380, -0.610, -0.329, 0.305, 0.346, 0.297, 0.430, 0.369, 0.213, 0.056, -1.444, 2.436, -1.811, -1.555, -0.995, 0.953, 2.163, -1.934, -1.365, -1.401, 2.295, -1.233, -2.187, -1.645, -0.090, 0.312, 0.503, 0.368, 0.303, 0.373, 0.557, 0.457, -0.218, 0.462, 0.364, 0.303, 0.233, -0.173, 0.603, 0.253, 0.544, 0.059, 0.363, -0.060, 0.200, 0.278, 0.601, 0.353, 0.198, 0.339, 0.565],
  "e_homo_ev": [-2.03, -3.12],
  "orbital_gap_ev": [4.38, 5.67],
  "spin_multiplicity": 4,
  "mol_weight_da": 708.24,
  "charge": -1,
  "s_squared": 3.80
}

***

[2]
{
  "formula": "C30H47BHoO2P2",
  "method": "the ωB97M-V functional and the def2-TZVPD basis",
  "elements": ["Ho", "C", "C", "C", "C", "C", "C", "H", "H", "H", "C", "H", "H", "H", "C", "H", "H", "H", "C", "H", "H", "H", "C", "H", "H", "H", "C", "C", "C", "C", "C", "C", "C", "C", "H", "H", "H", "H", "H", "H", "H", "H", "H", "H", "H", "H", "P", "P", "C", "C", "H", "H", "H", "H", "C", "H", "H", "H", "C", "H", "H", "H", "C", "H", "H", "H", "C", "H", "H", "H", "O", "B", "O", "C", "C", "C", "C", "C", "C", "H", "H", "H", "H"],
  "coordinates": [[-0.148971, 0.770888, -1.251139], [0.063382, 2.793757, -2.584765], [0.422471, 1.677612, -3.422778], [-1.854979, 1.543937, -2.992501], [-1.348632, 2.709658, -2.324357], [-0.755267, 0.894530, -3.647757], [0.927164, 3.931103, -2.155734], [1.986414, 3.667125, -2.192797], [0.694683, 4.229874, -1.130914], [0.790112, 4.819441, -2.784698], [-2.208934, 3.757202, -1.701500], [-1.596252, 4.558290, -1.257589], [-2.820052, 3.330513, -0.894318], [-2.895018, 4.215034, -2.439841], [-3.296834, 1.260992, -3.227564], [-3.799355, 2.090462, -3.753005], [-3.825154, 1.082105, -2.286449], [-3.418950, 0.355395, -3.837163], [-0.898833, -0.305374, -4.519403], [-1.211846, -0.040898, -5.538511], [-1.662796, -0.972155, -4.107946], [0.040096, -0.857466, -4.594408], [1.783102, 1.341825, -3.939400], [1.910123, 1.689360, -4.979900], [1.940145, 0.248530, -3.949780], [2.576934, 1.808419, -3.333945], [3.329076, -0.920985, 3.416699], [4.443894, -0.371307, 2.886335], [5.619855, -1.144544, 2.376293], [5.276129, -2.554767, 1.817166], [3.993761, -2.712382, 1.044362], [2.916660, -3.274963, 1.624255], [2.747471, -3.457212, 3.118857], [3.355758, -2.315144, 3.977091], [6.385066, -1.292186, 3.171875], [5.268932, -3.269857, 2.664004], [6.115040, -0.527972, 1.595180], [4.410673, -2.565531, 4.195532], [2.449392, -0.299383, 3.641831], [4.590071, 0.710951, 2.871504], [2.851438, -2.319589, 4.960691], [1.654222, -3.565175, 3.333414], [2.112161, -3.707739, 1.021799], [3.223864, -4.403063, 3.471219], [6.125778, -2.863788, 1.182070], [4.017301, -2.502976, -0.033341], [0.821479, 0.392835, 1.287004], [-0.912663, -1.849019, -0.438054], [0.702016, -1.347206, 1.829220], [-0.490208, -2.184271, 1.316047], [0.765413, -1.406623, 2.929924], [1.645150, -1.760926, 1.439504], [-0.307947, -3.263493, 1.455302], [-1.384361, -1.943548, 1.902018], [-2.436023, -2.769078, -0.765905], [-2.470825, -3.080394, -1.820979], [-3.280484, -2.107761, -0.573109], [-2.474242, -3.662568, -0.123923], [0.251846, -2.875418, -1.432681], [0.314363, -3.905643, -1.058723], [1.256282, -2.441794, -1.462763], [-0.135596, -2.890722, -2.460350], [0.566103, 1.539204, 2.653875], [1.002429, 2.520698, 2.387780], [0.987886, 1.193909, 3.615425], [-0.530377, 1.657901, 2.729611], [2.499455, 0.743609, 0.596202], [2.703282, 0.284005, -0.384975], [3.284527, 0.389776, 1.279813], [2.616149, 1.832520, 0.493288], [-2.752820, 1.666790, 0.928456], [-2.434685, 0.521906, 0.070520], [-3.727428, -0.063771, -0.258254], [-4.675505, 0.632545, 0.414050], [-6.035374, 0.508502, 0.253662], [-6.841132, 1.484863, 0.882085], [-6.249409, 2.568253, 1.549741], [-4.857592, 2.709608, 1.638377], [-4.096461, 1.694648, 1.098577], [-6.419728, -0.304227, -0.368347], [-7.929696, 1.373559, 0.826982], [-6.890348, 3.329966, 2.007793], [-4.362772, 3.568820, 2.074132]],
  "forces_ev_per_a": [[-1.49, -1.22, 2.06], [-0.92, -0.23, -1.12], [-0.60, 0.47, 0.08], [1.02, 0.73, -0.43], [0.39, -0.46, -1.08], [-0.44, 1.18, 0.06], [0.34, 0.10, 0.21], [0.00, 0.08, -0.01], [0.07, 0.10, 0.01], [-0.02, -0.20, 0.05], [-0.15, 0.29, 0.51], [-0.28, -0.22, -0.19], [0.04, 0.20, -0.22], [0.37, -0.23, 0.26], [-0.49, -0.44, 0.17], [0.29, -0.22, 0.16], [-0.07, 0.12, -0.22], [-0.03, 0.27, 0.13], [0.00, -0.33, -0.11], [0.10, -0.01, 0.19], [0.12, -0.06, -0.16], [-0.06, -0.08, -0.09], [0.42, -0.09, -0.22], [0.02, -0.13, 0.38], [0.10, 0.36, -0.03], [-0.19, -0.19, -0.25], [1.04, 0.80, 0.36], [-0.63, -0.14, 0.89], [0.57, -0.24, -0.06], [0.69, 0.12, 0.36], [-0.37, -0.77, 0.26], [0.82, -0.45, -0.34], [-0.24, -0.46, 0.22], [0.04, -0.62, 0.20], [-0.35, 0.23, -0.40], [0.04, 0.33, -0.68], [-0.26, -0.38, 0.39], [-0.65, 0.18, 0.02], [0.69, -0.15, 0.08], [-0.48, -0.12, -0.36], [0.13, 0.09, -0.40], [0.83, 0.05, -0.14], [0.13, 0.47, -0.05], [-0.41, 0.46, -0.35], [-0.40, 0.08, 0.14], [-0.06, -0.27, 0.36], [-0.38, 0.27, -0.76], [1.04, -0.17, -1.24], [0.31, -0.20, 0.29], [-0.13, 0.38, 0.18], [-0.07, 0.00, -0.49], [-0.47, 0.13, 0.24], [0.05, 0.33, -0.05], [0.02, -0.02, -0.09], [-0.34, -0.18, 0.12], [0.10, 0.13, 0.36], [-0.04, -0.31, 0.06], [-0.08, 0.22, -0.25], [0.08, -0.50, 0.28], [0.11, 0.09, -0.22], [0.01, -0.09, 0.08], [0.10, -0.02, 0.21], [-0.15, 0.30, 0.50], [-0.23, -0.46, 0.17], [-0.22, 0.24, -0.44], [0.49, 0.03, 0.17], [0.50, -0.11, 0.57], [-0.25, -0.03, 0.13], [-0.22, 0.15, -0.48], [-0.15, -0.18, -0.02], [1.03, -1.24, -0.40], [-1.26, 1.73, -0.11], [1.92, -0.17, 0.53], [-0.57, 0.82, -0.19], [-0.40, 0.18, 0.33], [0.34, -0.37, -0.14], [-0.33, 0.00, 0.10], [-0.16, -0.34, 0.04], [-0.76, 0.15, -0.36], [-0.10, 0.33, 0.32], [0.48, 0.25, 0.03], [0.26, -0.33, -0.24], [-0.21, 0.01, 0.10]],
  "mulliken_charge": [0.125, 0.458, 0.620, 0.764, 0.749, 0.456, -1.570, 0.337, 0.438, 0.281, -1.440, 0.399, 0.190, 0.299, -1.371, 0.308, 0.140, 0.405, -1.550, 0.279, 0.395, 0.327, -1.530, 0.330, 0.350, 0.349, 0.216, -0.928, -0.830, -0.974, -0.204, -0.351, -0.686, -1.481, 0.355, 0.287, 0.382, 0.474, 0.922, 0.520, 0.395, 0.317, 0.492, 0.493, 0.457, 0.483, 0.507, 0.763, 0.220, -1.534, 1.006, -0.975, 0.704, 0.467, -1.118, 0.408, 0.129, 0.445, -1.497, 0.421, 0.335, 0.414, -1.228, 0.424, 0.416, 0.258, -0.468, 0.265, -0.716, 0.526, -0.654, 1.290, -0.545, 0.516, -0.859, -0.595, -0.568, -0.949, 0.586, 0.461, 0.383, 0.377, 0.505],
  "e_homo_ev": [-10.18, -10.17],
  "orbital_gap_ev": [7.24, 7.33],
  "spin_multiplicity": 5,
  "mol_weight_da": 677.39,
  "charge": 1,
  "s_squared": 6.01
}

***

[3]
{
  "formula": "C5H6S",
  "method": "the ωB97M-V functional and the def2-TZVPD basis",
  "elements": ["C", "C", "S", "C", "C", "C", "H", "H", "H", "H", "H", "H"],
  "coordinates": [[0.785457, 1.286071, 0.007788], [-0.544901, 1.369186, -0.239562], [-1.482694, -0.142679, 0.122510], [-0.217505, -1.380408, -0.062205], [1.139195, -1.198925, -0.131315], [1.754814, 0.190933, 0.140021], [1.237280, 2.301687, 0.033291], [-1.134057, 2.287982, -0.417125], [-0.629923, -2.401443, -0.244427], [1.807295, -2.076431, -0.308407], [2.720683, 0.270757, -0.418197], [2.219471, 0.299173, 1.106332]],
  "forces_ev_per_a": [[-0.94, 3.47, -1.54], [1.08, -1.99, 1.41], [0.26, 0.17, -0.74], [1.64, -0.53, -0.66], [-1.49, 0.34, 0.82], [0.54, -1.97, -0.31], [0.04, -0.67, -0.28], [0.60, -0.72, 0.30], [0.25, 1.01, 0.27], [-0.71, 0.91, 0.14], [-1.07, 0.50, -0.55], [-0.22, -0.50, 1.12]],
  "mulliken_charge": [-0.214, -0.398, -0.174, -0.337, -0.234, -0.322, 0.234, 0.335, 0.298, 0.275, 0.280, 0.256],
  "e_homo_ev": -7.76,
  "orbital_gap_ev": 8.66,
  "spin_multiplicity": 1,
  "smiles": "C1=CSC=CC1",
  "e_above_lowest_ev": 0.832,
  "mol_weight_da": 98.17
}

***

What are the DFT total energy values for these records? In order: -322551.188, -81013.341, -16115.706 eV.